The following is a quantum chemistry calculation of a structure of composition C24H37N4O3Ta, from the Open Molecules 2025 dataset.

The geometry in XYZ format:
```
69
Properties=species:S:1:pos:R:3:forces:R:3
Ta -0.6520 -0.0412 -0.5886 0.1 -0.4 -0.3
C 2.0592 0.3910 3.3195 0.0 0.0 0.0
C 1.7171 -0.2771 2.0096 0.2 0.0 0.1
C 2.3646 0.1090 0.8360 0.2 -0.1 0.1
C 3.3727 1.2295 0.8536 0.0 0.1 0.0
C 2.1718 -0.6159 -0.3620 -0.1 0.1 -0.1
C 3.0555 -0.2533 -1.5373 0.0 0.0 0.0
C 1.4084 -1.8161 -0.3315 -0.1 0.3 -0.6
C 1.4258 -2.8392 -1.4393 0.0 -0.2 0.1
C 0.7098 -2.1589 0.8301 -0.4 0.2 0.5
C -0.0013 -3.4865 0.9033 0.0 -0.1 0.1
C 0.8003 -1.3370 1.9759 0.3 0.0 0.2
C 0.0000 -1.6742 3.2034 -0.1 0.0 0.0
H 1.4308 1.2590 3.5417 0.0 0.0 0.0
H 3.0918 0.7306 3.3255 0.0 0.0 0.0
H 1.9532 -0.3032 4.1493 0.0 0.0 0.0
H 4.3834 0.8382 1.0015 0.0 -0.1 0.0
H 3.1847 1.9379 1.6556 0.0 0.0 0.0
H 3.3959 1.7783 -0.0870 0.0 0.0 0.0
H 4.0932 -0.1690 -1.2136 0.0 0.0 0.0
H 2.7967 0.7144 -1.9759 0.0 0.0 0.0
H 3.0369 -0.9889 -2.3315 0.0 0.0 0.0
H 0.4186 -3.1884 -1.6688 0.0 0.0 0.0
H 1.9955 -3.7152 -1.1208 0.0 0.0 0.0
H 1.8865 -2.4918 -2.3506 0.1 0.0 -0.1
H 0.6671 -4.2845 0.5781 0.0 0.0 0.0
H -0.8772 -3.5220 0.2615 0.0 0.0 0.0
H -0.3136 -3.7258 1.9143 0.0 0.0 0.0
H 0.4408 -2.5110 3.7509 0.0 0.0 0.0
H -1.0160 -1.9615 2.9390 0.0 0.0 0.0
H -0.0626 -0.8328 3.8889 0.0 0.0 0.0
N -2.7393 1.0879 -0.8667 0.0 0.0 -0.1
C -3.9825 0.2492 -0.9565 -0.1 0.0 -0.1
C -4.1053 -0.7145 0.2372 0.1 -0.1 -0.1
C -2.7143 -1.2589 0.2825 0.0 0.5 0.1
O -2.2615 -2.0474 -0.5360 0.2 0.0 -0.3
O -1.8478 -0.5330 0.9675 -0.5 -0.3 0.3
H -2.8760 1.7428 -0.0948 0.1 0.0 0.0
H -2.7396 1.6577 -1.7077 -0.1 0.0 0.0
H -3.8982 -0.3522 -1.8603 0.0 0.1 0.0
H -4.8538 0.8966 -1.0397 0.0 0.0 0.1
H -4.8442 -1.4710 -0.0153 0.0 0.0 0.1
H -4.3696 -0.2065 1.1614 0.0 0.0 0.0
N -0.2453 1.8455 -1.8954 0.1 0.3 0.2
H 0.7250 2.0398 -2.1363 0.0 0.0 0.0
H -0.5965 2.6989 -1.4645 0.1 0.0 0.0
H -0.7278 1.7350 -2.7822 0.0 0.0 -0.1
C -1.6064 -2.2652 -4.2025 0.0 0.1 0.1
O -1.5794 -1.5497 -2.9443 0.2 -0.1 -0.1
C -0.5764 -0.7534 -2.5786 -0.6 -0.3 0.0
C 0.4210 -0.4584 -3.6674 0.0 0.2 0.2
H -2.4238 -2.9703 -4.0995 0.0 0.0 0.0
H -0.6725 -2.7998 -4.3634 0.0 0.0 0.0
H -1.8065 -1.5749 -5.0203 0.0 -0.1 0.0
H -0.0067 -0.4722 -4.6682 0.0 0.1 0.0
H 1.1977 -1.2171 -3.6363 0.1 -0.1 -0.1
H 0.9363 0.4890 -3.5219 0.1 -0.1 0.0
N 0.1317 6.0283 4.1663 0.0 0.0 0.0
C 0.0668 5.1100 3.4814 0.0 0.0 0.0
C -0.0202 3.9636 2.6216 0.0 0.0 0.0
C 0.7637 3.8687 1.4773 0.0 0.0 0.0
C 0.6322 2.7546 0.6775 0.0 -0.2 0.1
N -0.2232 1.7384 0.9162 0.1 0.4 0.2
C -0.9349 1.8290 2.0594 0.0 0.0 -0.1
C -0.8710 2.9087 2.9187 0.0 0.0 0.0
H 1.4755 4.6414 1.2226 0.0 0.0 0.0
H 1.2916 2.6486 -0.1684 0.0 0.0 -0.1
H -1.5812 0.9979 2.2906 0.0 0.0 0.0
H -1.4754 2.9183 3.8150 0.0 0.0 0.0
```
Forces are in eV/Å.

## Properties
- Highest occupied orbital energy (alpha / beta): -13.190 / -12.933 eV
- ΔE to the lowest compared entry with this formula, charge and spin: 81.0 kJ/mol
- Orbital gap (alpha / beta): 6.71 / 6.40 eV
- Electronic energy: -1437.9505 Ha
- Charge: +2

Atomic partial charges in e from the Löwdin method, atoms 1 to 4: 1.745 -0.008 -0.191 -0.208


The following is a quantum chemistry calculation of a structure of composition C24H37NO7RuSSi at a distorted geometry, from the Open Molecules 2025 dataset.

The geometry in XYZ format:
```
72
Properties=species:S:1:pos:R:3:forces:R:3
Ru -1.0467 1.0298 -0.3132 1.3 3.7 -0.8
C 0.1253 1.8074 -3.2794 -0.1 0.5 -0.3
O 0.0137 0.5472 -2.6089 -0.6 -0.4 1.1
C 1.2449 -0.1524 -2.5043 0.4 -0.2 0.5
C 1.9293 0.0709 -1.1600 0.0 0.2 -0.7
O 1.0958 -0.4975 -0.1337 -0.7 -0.3 0.0
C 1.6943 -0.5168 1.1638 -0.1 0.0 0.9
C 1.0098 0.4668 2.1133 0.3 -0.1 -0.2
O -0.3993 0.2696 2.0339 0.4 -0.4 -0.7
C -1.0834 0.8128 3.1581 -0.3 0.2 0.3
H 0.4863 1.6536 -4.2999 0.0 -0.1 0.1
H 0.7919 2.4851 -2.7374 -0.1 -0.1 0.0
H -0.8774 2.2330 -3.3124 0.2 -0.1 0.0
H 1.9223 0.1401 -3.3113 -0.1 0.0 0.1
H 1.0186 -1.2167 -2.6029 0.1 0.1 -0.1
H 2.0692 1.1414 -0.9647 0.0 -0.2 0.0
H 2.8996 -0.4381 -1.1574 -0.1 0.0 0.0
H 2.7573 -0.2721 1.1030 -0.1 0.0 -0.1
H 1.5983 -1.5388 1.5395 0.1 0.1 0.0
H 1.2685 1.4984 1.8421 -0.1 -0.1 0.1
H 1.3511 0.2741 3.1362 0.1 0.0 -0.1
H -0.8139 0.2442 4.0533 0.0 0.1 -0.1
H -2.1521 0.7173 2.9712 0.0 0.0 0.0
H -0.8419 1.8692 3.2936 0.0 -0.1 0.0
C -0.7102 -2.9692 -1.8354 0.1 0.7 0.6
Si -1.1046 -2.0333 -0.2344 -0.6 -0.3 0.0
C -0.7226 -2.8814 1.4145 0.1 0.6 -0.7
C -2.6467 -0.9195 -0.2982 1.1 -0.3 -0.2
C -3.0589 -0.3135 -1.5139 0.2 -0.3 0.0
C -4.3409 0.2029 -1.6371 -0.3 0.1 0.0
C -5.2363 0.1280 -0.5816 0.3 0.0 -0.4
C -4.8436 -0.4427 0.6222 0.3 -0.2 0.3
C -3.5656 -0.9438 0.7729 -0.2 0.1 0.2
H -1.4099 -3.8032 -1.9124 -0.2 0.0 0.2
H 0.2929 -3.3958 -1.8395 0.0 0.0 0.1
H -0.8341 -2.3707 -2.7389 -0.1 0.1 0.1
H -1.5079 -3.6089 1.6119 -0.3 -0.1 -0.1
H -0.6913 -2.1963 2.2593 -0.1 0.1 -0.1
H 0.2129 -3.4365 1.3879 0.1 0.0 -0.2
H -2.4216 -0.3427 -2.3939 0.0 0.0 0.1
H -4.6527 0.6366 -2.5740 0.0 0.1 -0.1
H -6.2434 0.4907 -0.7070 -0.1 0.1 0.0
H -5.5409 -0.5127 1.4436 -0.1 0.0 0.1
H -3.2942 -1.4141 1.7076 0.1 0.0 0.1
C -7.6338 4.2159 1.8566 -0.1 0.1 0.1
C -6.3604 4.1938 1.0838 0.2 0.0 -0.1
C -6.0544 5.2636 0.2392 0.2 -0.1 -0.1
C -4.9068 5.2497 -0.5276 -0.1 0.1 -0.1
C -4.0625 4.1548 -0.4523 0.7 -0.1 -0.3
C -4.3061 3.1113 0.4205 0.2 -0.3 0.0
C -5.4594 3.1349 1.1874 0.0 0.2 -0.1
S -2.7026 4.0960 -1.5896 0.1 0.4 0.2
O -3.1052 4.3900 -2.9239 -0.1 0.2 -0.2
O -2.0804 2.7713 -1.4664 0.3 -0.9 0.5
N -1.7002 5.3181 -1.1464 -0.6 -0.7 -0.2
C -1.3090 5.6149 0.2099 0.2 -0.2 0.6
C -0.0007 4.9158 0.6069 -0.3 -0.3 -0.1
C -0.2141 3.4214 0.4851 0.3 1.1 0.8
O -1.1957 2.9084 1.0741 -0.6 -1.3 0.0
O 0.5749 2.7292 -0.2002 -0.9 -2.0 -0.8
H -7.6471 5.0798 2.5205 -0.1 0.0 0.1
H -7.7558 3.3139 2.4484 -0.1 0.0 0.1
H -8.4843 4.3196 1.1827 0.0 0.0 0.0
H -6.7289 6.1036 0.1812 -0.1 0.1 0.0
H -4.6599 6.0589 -1.1952 -0.1 0.2 -0.1
H -3.5863 2.3005 0.4935 -0.2 0.1 0.0
H -5.6651 2.3292 1.8776 0.0 -0.1 0.0
H -1.3631 5.9033 -1.8923 -0.1 -0.1 -0.3
H -2.1157 5.2673 0.8622 0.1 0.2 0.1
H -1.2041 6.6947 0.3323 -0.1 -0.1 -0.1
H 0.2443 5.1534 1.6432 0.0 0.0 0.0
H 0.8210 5.2125 -0.0435 0.0 0.0 0.1
```
Forces are in eV/Å.

## Properties
- Highest occupied orbital energy (alpha / beta): -14.208 / -14.208 eV
- ΔE to the lowest compared entry with this formula, charge and spin: 59.8 kJ/mol
- Orbital gap (alpha / beta): 7.15 / 7.15 eV
- Electronic energy: -2300.0802 Ha
- Charge: +2

Atomic partial charges in e from the Löwdin method, atoms 1 to 4: 1.324 -0.055 -0.251 -0.164


The following is a quantum chemistry calculation of a structure of composition C24H37O2SiSm at a distorted geometry, from the Open Molecules 2025 dataset.

The geometry in XYZ format:
```
65
Properties=species:S:1:pos:R:3:forces:R:3
O 0.3540 -1.0219 -5.0043 1.1 0.4 -3.9
C 0.8593 0.1277 -5.8737 -0.3 0.8 0.8
C 0.6989 -0.5257 -7.2242 -0.3 0.3 0.6
H 1.9288 0.3115 -5.7106 -0.5 0.1 0.6
H 0.2370 1.0050 -5.7584 0.2 0.2 0.5
C 0.4847 -1.7795 -6.3738 0.5 -1.6 -0.7
H 1.6361 -0.3740 -7.7789 -0.4 -0.8 -0.1
H -0.1456 -0.2201 -7.8500 0.0 0.0 0.4
C 1.7650 -2.6142 -6.4937 0.4 -0.2 0.7
H 2.6583 -1.9791 -6.3879 -0.3 -0.2 0.1
H 1.8566 -3.1130 -7.4840 -0.4 0.5 0.6
H 1.8068 -3.3951 -5.7255 0.0 0.1 -0.1
C -0.7376 -2.6263 -6.6484 -0.2 0.1 0.1
H -1.6426 -2.0202 -6.6955 -0.1 0.0 0.3
H -0.8317 -3.4409 -5.9195 -0.1 0.3 0.0
H -0.6692 -3.1098 -7.6239 0.3 0.1 -0.1
Sm -0.4054 -1.3331 -2.6013 -4.2 2.6 1.3
C -2.0168 -1.5662 0.0701 -0.6 1.0 0.0
C -1.5845 -0.2130 0.0976 0.2 -0.1 0.0
C -2.2704 0.5456 -0.8687 0.1 -0.5 -0.4
H -0.8869 0.1882 0.8061 0.0 0.1 -0.1
C -3.1914 -0.3452 -1.4920 0.4 -0.1 -0.7
C -3.0209 -1.6422 -0.9284 0.4 0.3 -0.1
H -3.6019 -2.5286 -1.1355 -0.2 0.0 -0.1
H -1.7991 -2.3168 0.8336 0.0 0.3 -0.5
H -2.0860 1.6113 -1.0580 -0.4 -0.5 0.0
H -3.8899 -0.0906 -2.2786 -0.1 0.0 0.0
C 1.2425 -1.9216 0.0335 0.3 0.6 0.2
C 0.2938 -2.8866 -0.6779 1.0 -1.4 -0.6
C 0.8642 -3.1862 -1.9476 2.8 0.7 0.6
H -0.3624 -3.5537 -0.1423 0.1 -0.1 -0.1
C 1.7684 -2.0639 -2.2682 0.4 -1.8 0.5
C 1.6075 -1.0928 -1.2112 0.5 0.0 -0.3
H 2.1776 -0.1577 -1.1492 -0.1 -0.5 0.0
H 2.1785 -2.4027 0.4085 -0.3 -0.4 -0.4
H 0.7284 -4.0412 -2.6241 -0.2 0.3 0.5
H 2.3398 -1.9559 -3.2021 -0.3 -0.1 0.5
O 1.2624 3.8501 -4.3729 -0.9 -0.1 1.3
C 0.3382 3.0235 -3.5506 0.8 -0.1 -0.2
C -0.6686 3.9313 -2.8584 0.1 -0.3 -1.1
H 0.8292 2.4148 -2.7603 0.6 0.5 -0.8
H -0.1783 2.3021 -4.2091 0.3 0.4 0.1
C -0.1933 5.3805 -3.1606 -0.2 -0.8 -0.4
H -0.8033 3.6730 -1.8120 0.2 0.3 0.1
H -1.6079 3.6867 -3.3605 -0.2 0.6 0.3
C 0.7794 5.2326 -4.3982 -0.7 -0.6 -0.1
H 0.2476 5.7911 -2.2313 -0.3 0.3 -0.9
H -1.1425 5.8151 -3.5102 0.8 1.0 0.5
H 1.6503 5.9555 -4.5108 -1.0 -1.1 0.6
H 0.1490 5.3355 -5.3258 0.6 0.0 0.7
C 1.4864 -0.7103 5.1971 0.0 -0.1 0.0
Si 0.0875 -0.1506 4.0758 0.2 0.1 -0.2
C -1.5837 -0.7335 4.6985 -0.1 -0.2 0.0
C 0.0417 1.7340 4.0179 0.1 0.0 -0.2
C 0.4859 -0.8603 2.3973 0.5 -0.2 -0.9
C 0.8089 -1.2606 1.2830 -0.6 0.1 1.1
H 1.2080 -0.7042 6.2575 0.0 0.0 -0.2
H 2.3667 -0.0669 5.0681 -0.1 -0.2 0.0
H 1.7607 -1.7346 4.9167 0.0 0.2 0.1
H -1.5835 -0.8691 5.7879 0.1 0.0 -0.2
H -2.3698 -0.0060 4.4570 0.2 -0.2 0.0
H -1.8421 -1.6919 4.2334 -0.1 0.1 0.1
H 0.7510 2.0938 3.2626 -0.1 0.1 0.1
H -0.9599 2.1067 3.7651 0.2 -0.1 -0.1
H 0.3203 2.1772 4.9837 0.0 -0.2 -0.1
```
Forces are in eV/Å.

## Properties
- Highest occupied orbital energy (alpha / beta): -6.072 / -5.502 eV
- Spin multiplicity: 6
- Orbital gap (alpha / beta): 6.03 / 5.46 eV
- Expectation value of S²: 9.089
- Electronic energy: -2034.3591 Ha

Atomic partial charges in e from the Löwdin method, atoms 1 to 4: -0.250 -0.123 -0.092 0.137


Q: Look up the electronic energy of the first one.
A: -1437.9505 Ha


Q: Among the records above, which one has the highest electronic energy?
A: C24H37N4O3Ta


Q: Among the records above, which one has the highest electronic energy?
A: C24H37N4O3Ta


Q: Among the records above, which one has the highest electronic energy?
A: C24H37N4O3Ta